Here is a molecular structure, C18H31Cl2N4O3PdS in a non-equilibrium geometry from OMol25. Energies are from wB97M-V/def2-TZVPD.

Positions of all 60 atoms, in Å:
O (-0.6864, -1.7536, -1.9590)
C (-0.4343, -0.9577, -2.9987)
C (0.9191, -1.2895, -3.7056)
C (2.0972, -1.5284, -2.9989)
H (2.1121, -1.4469, -1.9021)
C (3.2733, -1.8595, -3.6988)
H (4.1886, -2.0670, -3.1407)
C (3.2718, -1.9334, -5.0960)
H (4.1752, -2.1985, -5.6448)
C (2.0924, -1.6588, -5.7977)
H (2.0603, -1.6898, -6.8867)
C (0.9244, -1.3430, -5.1027)
H (-0.0142, -1.1109, -5.6215)
H (-1.1907, -1.0400, -3.8570)
C (-1.9117, 1.1854, -2.5697)
C (-0.5014, 0.6620, -2.5937)
H (-2.0689, 1.8008, -3.4893)
H (-2.0883, 1.8705, -1.7067)
H (-2.6414, 0.3597, -2.5254)
C (0.5078, 1.4819, -3.0048)
C (0.4010, 2.9430, -3.2865)
H (1.5013, 1.0612, -3.1020)
H (0.7440, 3.0756, -4.3291)
H (1.0670, 3.5338, -2.6381)
H (-0.6194, 3.3465, -3.1931)
Pd (0.0126, 0.4051, 0.0012)
Cl (2.3286, 0.6583, -0.2388)
Cl (-0.3980, 2.6685, -0.0599)
C (0.8801, 1.8969, 2.6389)
O (0.1082, 0.9267, 2.4852)
N (0.8241, 2.7047, 3.7049)
C (-0.1671, 2.4786, 4.7436)
C (1.8050, 3.7499, 3.9372)
H (1.6544, 2.1512, 1.8966)
H (-0.8591, 1.7080, 4.3852)
H (-0.7011, 3.4191, 4.9397)
H (0.3374, 2.1440, 5.6626)
H (2.5013, 3.7818, 3.0921)
H (2.3702, 3.5593, 4.8603)
H (1.3271, 4.7315, 4.0375)
H (-5.0990, 0.0424, 1.5785)
H (-5.3603, -2.5152, 0.6343)
C (-4.8250, 0.2037, 0.5262)
C (-4.8654, -2.1425, -0.2752)
N (-4.0889, -0.9392, 0.0102)
H (-4.2173, 1.1071, 0.4457)
C (-2.7524, -0.9307, 0.0039)
O (-2.1228, 0.1268, 0.3076)
H (-4.1839, -2.9048, -0.6645)
H (-2.2639, -1.8704, -0.2892)
H (-5.7502, 0.3169, -0.0451)
H (-5.6398, -1.9255, -1.0232)
N (2.5214, -1.6958, 2.3499)
C (1.1880, -1.7583, 2.3101)
N (0.5441, -1.9519, 3.4897)
S (0.3781, -1.8013, 0.8028)
H (3.0078, -1.8344, 3.2324)
H (3.0354, -1.4070, 1.5256)
H (-0.4626, -1.8143, 3.5122)
H (1.0191, -1.6648, 4.3450)

The multiplicity is 3. Its energy relative to the best compared isomer or geometry (same formula, charge and spin) is 0.0 kcal/mol. The expectation value of S² is 2.02. The calculation puts the largest force on an atom at 0.055 hartree/bohr. The net charge is -1. The energy comes out at -70632.6724 eV. As for the LUMO energy (spin up / spin down): 2.36 / 2.35 eV.

Just the Löwdin charges please, in e? Sure, here they are: O -0.319; C -0.471; C -0.185; C -0.056; H 0.052; C -0.095; H 0.090; C -0.133; H 0.081; C -0.121; H 0.083; C -0.064; H 0.102; H 0.118; C -0.137; C -0.294; H 0.078; H 0.010; H 0.069; C -0.180; C -0.129; H 0.082; H 0.076; H 0.063; H 0.058; Pd 0.430; Cl -0.098; Cl -0.011; C -0.384; O -0.136; N -0.192; C -0.045; C -0.056; H 0.060; H 0.086; H 0.089; H 0.085; H 0.093; H 0.083; H 0.086; H 0.090; H 0.084; C -0.043; C -0.049; N -0.183; H 0.091; C -0.289; O -0.191; H 0.093; H 0.098; H 0.082; H 0.085; N 0.088; C -0.892; N 0.073; S 0.641; H 0.104; H 0.058; H 0.097; H 0.096

Here is a molecular structure, C18H31GaN4O3PSSi in a non-equilibrium geometry from OMol25. Energies are from wB97M-V/def2-TZVPD.

Positions of all 60 atoms, in Å:
Ga (-1.9946, -14.9467, -6.5168)
C (-5.6897, -18.5754, -4.8861)
Si (-6.2850, -18.3594, -6.7057)
C (-8.0610, -17.7975, -6.8675)
C (-6.0020, -19.8920, -7.7638)
C (-5.2442, -16.9749, -7.5528)
C (-5.5482, -16.6967, -8.8607)
C (-4.9721, -15.6515, -9.5862)
C (-4.0361, -14.8762, -8.9534)
N (-3.6252, -15.1888, -7.7109)
C (-4.1795, -16.2216, -7.0371)
S (-3.2482, -16.6263, -5.5885)
H (-6.3630, -19.2386, -4.3715)
H (-5.6796, -17.6303, -4.3683)
H (-4.6967, -18.9939, -4.8565)
H (-8.7323, -18.5220, -6.4070)
H (-8.3320, -17.6562, -7.8797)
H (-8.3082, -16.8674, -6.2974)
H (-6.5429, -20.6953, -7.2602)
H (-4.9723, -20.1941, -7.8627)
H (-6.4645, -19.7612, -8.7138)
H (-6.3398, -17.2284, -9.3679)
H (-5.1963, -15.5614, -10.6445)
H (-3.5243, -14.0499, -9.4789)
C (1.2881, -17.1462, -6.6317)
C (0.9573, -15.6765, -6.4274)
C (1.9923, -14.7521, -5.7690)
O (-0.2710, -15.5344, -5.6008)
C (0.5405, -15.0032, -7.7775)
O (1.3591, -14.7116, -8.6094)
O (-0.7293, -14.6939, -7.8691)
H (1.6064, -17.5667, -5.6850)
H (2.0508, -17.1926, -7.3795)
H (0.4235, -17.7384, -7.0104)
H (2.3791, -15.1842, -4.8419)
H (1.4555, -13.8162, -5.5616)
H (2.8255, -14.5452, -6.4370)
H (-0.3660, -16.2592, -4.9516)
C (-4.1097, -10.0034, -5.2292)
N (-2.7886, -10.1879, -4.6131)
C (-2.9739, -10.7086, -3.2426)
N (-3.8151, -11.9065, -3.1553)
C (-5.1238, -11.7210, -3.8407)
N (-4.9690, -11.2181, -5.2361)
C (-4.4457, -12.2561, -6.0890)
P (-2.7733, -12.8475, -5.4780)
C (-1.9491, -11.1450, -5.4209)
C (-3.1511, -13.0921, -3.6925)
H (-3.9871, -9.6798, -6.2478)
H (-4.6128, -9.2357, -4.6584)
H (-3.4508, -9.9198, -2.7101)
H (-1.9895, -10.8456, -2.7898)
H (-5.7710, -10.9892, -3.3156)
H (-5.6649, -12.6850, -3.8892)
H (-4.3506, -11.9036, -7.1247)
H (-5.0865, -13.1268, -6.1010)
H (-1.7472, -10.7045, -6.4077)
H (-1.0274, -11.3049, -4.8930)
H (-2.2451, -13.3037, -3.1513)
H (-3.8181, -13.9515, -3.5800)

Its energy relative to the best compared isomer or geometry (same formula, charge and spin) is 7.9 kcal/mol. The calculation puts the largest force on an atom at 0.040 hartree/bohr. The net charge is +1. The energy comes out at -111647.0528 eV. As for the LUMO energy: -2.72 eV.

Just the Löwdin charges please, in e? Sure, here they are: Ga 0.182; C -0.198; Si 0.585; C -0.169; C -0.160; C -0.219; C -0.065; C -0.029; C -0.081; N -0.052; C -0.638; S 0.785; H 0.026; H 0.004; H 0.004; H 0.038; H 0.012; H 0.056; H 0.040; H 0.035; H 0.019; H 0.112; H 0.121; H 0.143; C 0.020; C -0.433; C 0.016; O -0.109; C -0.539; O 0.133; O -0.024; H 0.094; H 0.098; H 0.116; H 0.096; H 0.098; H 0.101; H 0.125; C -0.163; N -0.130; C -0.173; N -0.139; C -0.142; N -0.143; C -0.301; P 1.048; C -0.241; C -0.304; H 0.124; H 0.129; H 0.120; H 0.135; H 0.139; H 0.133; H 0.106; H 0.085; H 0.107; H 0.078; H 0.096; H 0.092

Here is a molecular structure, C18H31HgO15S2 in a non-equilibrium geometry from OMol25. Energies are from wB97M-V/def2-TZVPD.

Positions of all 67 atoms, in Å:
Hg (1.0455, 2.9451, 1.7667)
C (0.1284, -0.7409, -0.4296)
C (-0.6057, 0.5620, -0.2418)
O (0.2065, 1.6211, 0.1345)
H (-0.6220, -1.4677, -0.7605)
H (0.4892, -1.2608, 0.4622)
H (0.9577, -0.7716, -1.1358)
H (-1.3924, 0.3479, 0.4969)
H (-1.1630, 0.7407, -1.1700)
C (-2.9956, 3.7144, 0.3310)
C (-4.1594, 2.6783, 0.4070)
O (-4.5317, 2.3730, -0.9013)
S (-4.1384, 3.5717, -1.9625)
O (-5.2711, 4.3866, -2.2623)
O (-3.3748, 2.9840, -3.0423)
O (-3.1174, 4.3769, -0.9300)
H (-2.1192, 3.0637, 0.3789)
H (-2.9430, 4.3161, 1.2348)
H (-4.9875, 3.0506, 1.0130)
H (-3.8496, 1.7493, 0.8870)
C (-4.9457, -1.2547, -0.1437)
C (-4.2520, -2.5847, 0.1553)
O (-4.0128, -2.6007, 1.5552)
S (-4.9644, -1.5207, 2.3904)
O (-4.1307, -0.4225, 2.7820)
O (-5.8112, -2.2420, 3.2824)
O (-5.7474, -1.0879, 1.0299)
H (-5.3775, -1.3290, -1.1395)
H (-4.2248, -0.4358, -0.2034)
H (-3.3181, -2.6879, -0.3940)
H (-4.9308, -3.4145, -0.0431)
O (5.4751, -2.5739, 1.6026)
C (5.0940, -1.5312, 1.1707)
O (5.3758, -0.3474, 1.7611)
C (4.7373, 0.7792, 1.1572)
C (4.2263, 0.3089, -0.1954)
C (4.3018, -1.2405, -0.0825)
H (5.4917, 1.5574, 1.0649)
H (3.9020, 1.1762, 1.7335)
H (4.7805, 0.7740, -1.0086)
H (3.1702, 0.5039, -0.3878)
H (4.7725, -1.7454, -0.9253)
H (3.2717, -1.5961, -0.0534)
O (1.1173, 1.0795, -7.0893)
C (1.0053, 0.6534, -5.9743)
O (0.0995, 1.1542, -5.1374)
C (0.1639, 0.5802, -3.8213)
C (1.1985, -0.5169, -3.9446)
C (1.6488, -0.6387, -5.3912)
H (-0.7943, 0.1102, -3.6013)
H (0.4667, 1.2726, -3.0385)
H (0.7978, -1.4592, -3.5638)
H (1.9908, -0.2678, -3.2332)
H (1.2820, -1.5654, -5.8174)
H (2.7278, -0.5159, -5.3440)
O (1.6629, 1.1561, 2.9130)
C (1.9372, 0.0876, 3.4555)
O (2.7566, 0.0915, 4.4830)
C (3.2807, -1.2275, 4.6947)
C (2.1839, -2.1383, 4.2055)
C (1.6163, -1.3293, 3.0191)
H (3.6900, -1.4517, 5.6801)
H (4.2282, -1.2947, 4.1480)
H (1.3528, -2.1508, 4.9139)
H (2.4988, -3.1667, 4.0526)
H (0.5562, -1.5571, 2.9220)
H (2.0923, -1.6302, 2.0843)

Its energy relative to the best compared isomer or geometry (same formula, charge and spin) is 0.0 kcal/mol. The calculation puts the largest force on an atom at 0.058 hartree/bohr. The net charge is +1. The energy comes out at -75712.6670 eV. As for the LUMO energy: -7.98 eV.

Just the Löwdin charges please, in e? Sure, here they are: Hg 1.323; C -0.067; C -0.385; O -0.344; H 0.088; H 0.053; H 0.056; H 0.121; H 0.113; C -0.164; C -0.197; O -0.197; S 0.702; O -0.204; O -0.236; O -0.182; H 0.080; H 0.129; H 0.135; H 0.107; C -0.160; C -0.179; O -0.212; S 0.685; O -0.251; O -0.193; O -0.196; H 0.144; H 0.104; H 0.126; H 0.136; O 0.145; C -0.492; O 0.025; C -0.151; C -0.129; C -0.056; H 0.132; H 0.088; H 0.118; H 0.088; H 0.134; H 0.102; O 0.133; C -0.474; O 0.048; C -0.155; C -0.200; C -0.037; H 0.122; H 0.117; H 0.108; H 0.097; H 0.128; H 0.122; O -0.110; C -0.427; O 0.091; C -0.122; C -0.114; C -0.046; H 0.143; H 0.128; H 0.128; H 0.135; H 0.132; H 0.115

Here is a molecular structure, C18H31N2O8W from OMol25. Energies are from wB97M-V/def2-TZVPD.

Positions of all 60 atoms, in Å:
W (-0.0563, -0.3848, 0.4360)
C (-1.0735, -0.4818, -2.9196)
C (-1.7270, 0.6836, -2.2278)
O (-1.5566, 0.6013, -0.7607)
C (-2.3445, 1.6341, -0.0802)
C (-1.4907, 2.2905, 0.9711)
O (-0.7814, 1.2013, 1.6281)
C (-0.0516, 1.5774, 2.8305)
C (0.7190, 0.3179, 3.2330)
O (0.0607, -0.8104, 2.5945)
C (-1.1240, -1.1878, 3.3564)
C (-1.9400, -2.0264, 2.4345)
O (-2.0228, -1.2739, 1.1867)
C (-2.7530, -2.0396, 0.1959)
C (-1.8693, -3.1935, -0.2267)
O (-0.5251, -2.6646, -0.2335)
C (0.3134, -3.3036, -1.2225)
C (1.4475, -2.3411, -1.4481)
O (0.8692, -0.9950, -1.4686)
H (-1.3021, -0.3669, -3.9833)
H (-1.5184, -1.4341, -2.6222)
H (-2.8015, 0.7030, -2.4095)
H (-1.2799, 1.6324, -2.5274)
H (-3.2123, 1.1331, 0.3485)
H (-2.6675, 2.3727, -0.8112)
H (-2.1096, 2.7955, 1.7132)
H (-0.7582, 2.9726, 0.5440)
H (-0.7864, 1.8981, 3.5684)
H (0.6177, 2.4067, 2.6007)
H (0.7203, 0.1620, 4.3108)
H (1.7431, 0.3118, 2.8805)
H (-1.6604, -0.2861, 3.6518)
H (-0.8025, -1.7403, 4.2385)
H (-2.9470, -2.1862, 2.8195)
H (-1.4544, -2.9832, 2.2478)
H (-2.9503, -1.3554, -0.6241)
H (-3.7002, -2.3690, 0.6223)
H (-2.1444, -3.5357, -1.2251)
H (-1.9119, -4.0500, 0.4456)
H (-0.2718, -3.4552, -2.1315)
H (0.6616, -4.2697, -0.8553)
H (1.9710, -2.5137, -2.3856)
H (2.1590, -2.3494, -0.6303)
C (3.0596, 3.9433, -1.5860)
N (2.8457, 2.6693, -0.8677)
C (3.8842, 1.9173, -0.4487)
C (3.7379, 0.6996, 0.1677)
C (2.4154, 0.3118, 0.3692)
O (1.9344, -0.7960, 0.8604)
N (1.3732, 1.0922, 0.0143)
C (1.5245, 2.2468, -0.7266)
O (0.5843, 2.8447, -1.2038)
H (4.0950, 4.2414, -1.4556)
H (2.4001, 4.6988, -1.1690)
H (2.8350, 3.8107, -2.6418)
H (4.8645, 2.3351, -0.6401)
H (4.5804, 0.0987, 0.4704)
C (0.4330, -0.5141, -2.7842)
H (0.8659, 0.4802, -2.9011)
H (0.8796, -1.1759, -3.5226)

The calculation puts the largest force on an atom at 0.010 hartree/bohr. The net charge is +3. The energy comes out at -40327.5501 eV. As for the LUMO energy (spin up / spin down): -10.06 / -9.87 eV.

Just the Löwdin charges please, in e? Sure, here they are: W 1.987; C -0.102; C -0.108; O -0.310; C -0.078; C -0.073; O -0.305; C -0.063; C -0.075; O -0.253; C -0.076; C -0.085; O -0.259; C -0.090; C -0.108; O -0.236; C -0.094; C -0.080; O -0.299; H 0.161; H 0.120; H 0.153; H 0.141; H 0.150; H 0.159; H 0.166; H 0.127; H 0.153; H 0.153; H 0.161; H 0.129; H 0.149; H 0.170; H 0.168; H 0.145; H 0.125; H 0.161; H 0.148; H 0.150; H 0.141; H 0.164; H 0.157; H 0.131; C 0.048; N -0.008; C 0.038; C 0.073; C -0.430; O -0.128; N 0.054; C -0.459; O 0.097; H 0.109; H 0.111; H 0.115; H 0.161; H 0.143; C -0.088; H 0.143; H 0.148